Here is a molecular structure, C3H2IN2 at a distorted geometry from OMol25. Energies are from ωB97M-V/def2-TZVPD.

Structure (XYZ):
```
8
Properties=species:S:1:pos:R:3:nbo_charge:R:1
C -0.0870 -2.2998 -0.0813 0.8037
C -0.3059 -0.5624 0.8099 0.2284
C 0.7142 -0.4833 -0.3425 -0.3487
N -0.7538 -1.7568 0.8451 -0.4025
N 0.6968 -1.8833 -0.8795 -0.3194
I 2.7141 0.0088 0.0027 0.4189
H -0.5078 0.3430 1.3427 0.2643
H 0.2538 0.1681 -1.2796 0.3553
```

ΔE to the lowest compared entry with this formula, charge and spin, kcal per mole: 39.1
Electronic energy, Eh: -522.25277
Maximum force, eV/A: 4.45
Net charge: +1
Orbital gap, eV: 6.771
2S+1: 1